Computed, not measured: a 7-piece molecular cluster, C37H55FNO8S overall, with ωB97M-V/def2-TZVPD.

The geometry in XYZ format:
```
103
Properties=species:S:1:pos:R:3:forces:R:3
O 0.897 -1.467 -1.480 -0.291 -0.585 -0.213
C 1.624 -0.756 -0.751 -0.005 0.320 0.264
O 2.482 -1.080 0.081 0.472 -0.598 0.056
C 1.377 0.731 -0.838 -0.538 0.379 -0.128
C 2.408 1.610 -1.109 -0.232 0.126 0.160
C 2.191 2.972 -1.123 -0.246 0.211 -0.049
C 0.928 3.476 -0.868 -0.034 -0.416 -0.043
C -0.122 2.607 -0.604 0.061 -0.086 0.016
C 0.084 1.230 -0.602 0.250 -0.072 -0.112
N -0.956 0.296 -0.372 -0.449 0.433 -0.670
C -2.268 0.640 -0.780 0.458 0.203 0.333
C -3.147 -0.373 -1.182 2.915 -0.115 0.889
C -4.389 -0.112 -1.553 -2.552 0.635 -0.791
C -4.824 1.194 -1.543 -0.188 0.452 0.029
F -6.089 1.465 -1.956 -0.271 0.056 -0.058
C -4.024 2.242 -1.155 -0.130 -0.677 -0.077
C -2.725 1.959 -0.762 0.242 -0.279 -0.014
S -1.705 3.284 -0.220 -0.037 0.030 0.236
H 3.396 1.232 -1.276 0.371 -0.295 -0.054
H 2.992 3.656 -1.318 0.361 0.241 -0.081
H 0.756 4.534 -0.876 -0.108 0.398 0.002
H -0.667 -0.557 -0.856 0.140 -0.301 0.330
H -2.803 -1.384 -1.193 0.303 -0.497 -0.025
H -5.033 -0.901 -1.879 -0.359 -0.294 -0.152
H -4.401 3.241 -1.166 -0.153 0.499 -0.025
C -4.163 -4.537 -4.907 0.031 -0.041 0.007
C -4.452 -5.355 -3.647 -0.074 0.042 -0.053
C -3.890 -4.449 -2.562 -0.084 0.064 -0.041
O -4.067 -3.108 -3.034 -0.034 -0.049 0.116
C -4.419 -3.117 -4.414 -0.021 -0.014 0.014
H -4.788 -4.803 -5.759 -0.015 -0.014 0.006
H -3.118 -4.653 -5.199 0.000 0.013 0.010
H -5.530 -5.484 -3.521 0.019 0.007 0.004
H -3.988 -6.340 -3.645 0.020 -0.011 -0.024
H -2.828 -4.637 -2.406 0.163 -0.020 0.069
H -4.402 -4.555 -1.605 0.016 0.028 0.000
H -5.478 -2.849 -4.514 0.013 -0.011 -0.034
H -3.823 -2.367 -4.934 0.009 0.013 0.012
C 0.835 -5.563 -1.848 -0.056 0.026 0.007
C 1.074 -4.811 -0.541 0.176 0.068 0.039
C -0.327 -4.761 0.040 -0.029 0.058 -0.104
O -0.994 -5.956 -0.407 -0.080 -0.007 0.012
C -0.223 -6.578 -1.434 0.038 0.065 0.057
H 1.730 -6.032 -2.255 0.025 -0.008 0.006
H 0.435 -4.878 -2.599 0.000 0.027 0.002
H 1.734 -5.389 0.112 -0.016 -0.031 -0.011
H 1.498 -3.816 -0.676 -0.068 0.023 -0.028
H -0.870 -3.886 -0.332 0.031 0.001 0.001
H -0.339 -4.739 1.130 -0.035 -0.037 0.014
H 0.237 -7.489 -1.030 0.015 -0.012 -0.035
H -0.890 -6.864 -2.251 -0.025 -0.014 0.004
C -3.591 3.374 -5.835 0.102 0.047 -0.006
C -2.183 3.325 -6.432 -0.033 -0.023 0.009
C -1.318 3.536 -5.192 -0.049 0.022 -0.014
O -2.037 2.964 -4.106 -0.004 0.020 0.079
C -3.375 2.673 -4.499 0.026 -0.080 -0.114
H -4.349 2.889 -6.447 0.007 -0.023 -0.018
H -3.894 4.412 -5.674 0.001 0.001 0.008
H -1.992 2.339 -6.862 0.004 -0.007 0.009
H -2.004 4.074 -7.203 -0.010 0.020 -0.001
H -1.163 4.604 -4.994 0.012 0.002 -0.035
H -0.343 3.054 -5.262 0.013 -0.009 0.024
H -3.485 1.587 -4.599 -0.049 0.003 0.016
H -4.056 3.013 -3.721 -0.013 0.013 0.033
C 3.868 0.180 3.098 0.055 0.069 0.093
C 3.526 0.661 4.510 -0.025 -0.073 -0.119
C 3.199 2.127 4.259 0.084 0.024 -0.032
O 2.654 2.205 2.950 0.073 0.002 0.008
C 2.870 0.956 2.256 -0.080 0.060 0.047
H 3.769 -0.895 2.958 -0.031 -0.020 -0.030
H 4.891 0.465 2.837 -0.008 0.000 -0.005
H 2.648 0.134 4.883 -0.011 0.001 0.038
H 4.334 0.524 5.231 0.009 0.019 0.004
H 4.108 2.743 4.299 0.006 -0.008 0.104
H 2.478 2.531 4.973 -0.009 0.029 0.001
H 1.920 0.427 2.177 -0.006 -0.021 -0.039
H 3.222 1.160 1.250 -0.034 0.033 0.058
C -0.008 -2.900 7.451 -0.013 -0.010 -0.049
C 0.816 -3.755 6.488 0.023 0.022 0.055
C 1.411 -2.695 5.570 -0.073 0.018 -0.014
O 1.575 -1.523 6.375 0.035 0.023 0.044
C 0.884 -1.674 7.610 0.017 -0.073 -0.028
H -0.225 -3.388 8.400 0.013 -0.021 0.009
H -0.956 -2.620 6.987 0.001 0.010 -0.006
H 1.608 -4.276 7.032 0.005 0.005 -0.003
H 0.231 -4.496 5.946 -0.029 0.002 -0.008
H 0.739 -2.462 4.739 0.001 -0.025 -0.010
H 2.379 -2.977 5.158 0.025 0.026 -0.002
H 1.616 -1.819 8.414 -0.029 -0.009 0.021
H 0.323 -0.762 7.816 0.008 0.025 -0.011
C 4.736 6.664 2.546 -0.080 -0.005 0.016
C 3.886 5.410 2.754 0.077 0.023 -0.070
C 3.170 5.291 1.415 0.018 0.023 0.077
O 4.072 5.835 0.439 -0.043 0.001 -0.057
C 5.141 6.516 1.084 -0.005 -0.075 0.021
H 5.593 6.733 3.215 0.013 -0.018 0.006
H 4.125 7.560 2.680 0.000 0.003 -0.010
H 4.526 4.540 2.912 -0.013 -0.021 -0.012
H 3.196 5.479 3.593 -0.021 -0.008 0.009
H 2.247 5.881 1.406 -0.009 -0.005 0.013
H 2.926 4.263 1.153 0.027 0.025 0.017
H 6.055 5.917 0.989 0.021 0.029 0.025
H 5.305 7.475 0.587 -0.001 -0.001 -0.025
```
Positions in Å, forces in eV/Å.

Properties
- Net charge: -1
- Maximum force: 3.05 eV/A
- LUMO level: 2.55 eV
- Calculated total energy: -70684.4329 eV
- HOMO: -4.3 eV
- Kohn-Sham gap: 6.871 eV
- Multiplicity: 1